(1)
Here is a structure of composition C48H102N2O9 from the OMol25 dataset. Energies are from ωB97M-V with the def2-TZVPD basis set.

Calculated values
Total charge: 0
Frontier orbital gap, hartree: 0.2890
F_max, eV/Å: 9.4
LUMO, eV: 0.47
Energy above the lowest of the compared OMol25 structures with the same formula, charge and spin, eV: 57.7471
Calculated total energy, Eh: -2674.4172

Last column: Mulliken charge in e.
Cartesian coordinates (Å):
C: -1.1196 3.4300 2.1676  -0.233
C: -2.1848 2.4821 1.6879  0.522
C: -1.8443 2.3302 0.2001  0.992
O: -1.5302 3.7172 -0.0991  -0.678
C: -0.7582 4.2650 0.9494  -0.903
H: -0.2339 2.8898 2.5023  -0.116
H: -1.4614 4.0669 2.9835  0.794
H: -3.1615 2.9429 1.8357  0.977
H: -2.1592 1.5442 2.2427  -1.383
H: -2.6917 1.9397 -0.3635  -0.233
H: -0.9453 1.7781 -0.0740  0.607
H: -0.8365 5.3462 1.0641  0.241
H: 0.2939 4.1107 0.7097  -0.036
C: -0.0574 1.5393 3.9372  2.422
C: 0.0635 0.0624 4.3813  -1.110
C: -0.7689 0.0749 5.6616  -1.253
O: -1.6518 1.1299 5.4455  -0.576
C: -1.5150 1.8004 4.2406  0.416
H: 0.1393 1.6931 2.8762  -2.301
H: 0.5608 2.2518 4.4835  0.945
H: 1.0836 -0.2197 4.6420  0.456
H: -0.3095 -0.6041 3.6036  0.792
H: -0.0749 0.3825 6.4438  0.395
H: -1.2232 -0.8859 5.9035  0.209
H: -1.6704 2.8629 4.4279  0.429
H: -2.1570 1.3848 3.4639  1.000
C: 2.8613 2.5097 1.8387  -0.284
C: 2.6169 3.5827 0.7388  0.276
C: 1.9089 4.7329 1.4731  -1.568
O: 1.0542 3.9416 2.2921  -0.376
C: 1.7772 2.8582 2.8591  0.938
H: 3.8347 2.5518 2.3272  0.780
H: 2.7719 1.5178 1.3956  -0.874
H: 2.0265 3.2043 -0.0957  0.087
H: 3.5487 3.9114 0.2785  0.742
H: 1.3831 5.3432 0.7388  0.490
H: 2.5808 5.3682 2.0502  0.339
H: 1.0768 2.0373 3.0129  -2.789
H: 2.2318 3.1342 3.8106  0.775
C: 3.8585 -0.9287 -0.2396  -0.180
C: 4.2941 -1.7596 -1.4274  -1.448
C: 2.9908 -1.7374 -2.3026  0.053
O: 1.9169 -1.4955 -1.3878  -0.269
C: 2.4569 -1.4375 -0.0815  -0.593
H: 3.7846 0.1250 -0.5088  -0.698
H: 4.5430 -1.0886 0.5935  0.642
H: 4.5506 -2.7528 -1.0588  0.352
H: 5.2209 -1.4669 -1.9208  0.455
H: 2.8641 -2.6998 -2.7984  0.593
H: 2.9967 -0.8982 -2.9982  -0.613
H: 2.5180 -2.4406 0.3406  0.314
H: 1.9320 -0.7810 0.6124  2.040
C: -1.9808 -1.4050 1.6665  1.477
C: -2.1853 -0.3709 2.7170  -0.362
C: -3.7011 -0.1312 2.8134  -0.419
O: -4.1753 -0.7688 1.5874  -0.660
C: -3.1087 -1.1037 0.7481  1.310
H: -2.1767 -2.3931 2.0828  0.454
H: -1.0442 -1.3657 1.1103  -1.332
H: -1.7877 0.5735 2.3453  -1.209
H: -1.6889 -0.6150 3.6562  1.075
H: -4.0143 0.9118 2.7659  0.291
H: -4.1647 -0.6469 3.6543  0.247
H: -2.8095 -0.3947 -0.0239  0.298
H: -3.3684 -1.9639 0.1311  -1.293
C: -0.1770 -1.1702 -2.7617  0.134
C: -0.8560 -1.1271 -4.1286  -0.763
C: -0.1213 0.0123 -4.8706  -0.371
O: 1.2161 -0.2891 -4.4402  -0.693
C: 1.2596 -0.8180 -3.1264  -0.531
H: -0.2308 -2.1395 -2.2661  0.745
H: -0.5648 -0.3764 -2.1232  0.701
H: -1.9286 -0.9760 -4.0074  0.139
H: -0.5901 -2.0434 -4.6557  0.131
H: -0.4805 1.0025 -4.5903  0.287
H: -0.1502 -0.1219 -5.9519  0.478
H: 1.7182 -0.0558 -2.4965  -1.175
H: 1.9310 -1.6765 -3.1486  0.566
C: 0.1579 0.7155 -1.1580  0.023
C: 1.1296 1.2916 -0.0834  -0.221
C: 0.5960 0.7175 1.2058  0.048
O: -0.5678 -0.0864 0.8193  0.770
C: -0.4838 -0.4739 -0.4918  -0.402
H: 0.6448 0.4819 -2.1048  -1.009
H: -0.5427 1.4901 -1.4697  0.211
H: 1.0183 2.3759 -0.0898  -0.439
H: 2.1553 0.9629 -0.2505  1.526
H: 0.3389 1.5913 1.8044  0.441
H: 1.3066 0.0692 1.7186  -0.848
H: -1.4971 -0.6172 -0.8670  1.462
H: 0.0476 -1.3946 -0.7327  0.004
C: -3.5193 1.5918 -3.0555  -1.271
C: -4.2365 1.7601 -1.7173  -0.676
C: -3.6504 0.5630 -1.0134  -0.633
O: -2.2546 0.5801 -1.3094  -1.309
C: -2.0777 1.1368 -2.6700  0.831
H: -3.4974 2.5525 -3.5699  0.475
H: -4.0015 0.8475 -3.6892  0.034
H: -5.3186 1.6893 -1.8278  0.381
H: -3.9339 2.7216 -1.3025  0.317
H: -4.1711 -0.3504 -1.3010  -0.420
H: -3.6629 0.5317 0.0761  0.296
H: -1.7703 0.3598 -3.3699  -1.069
H: -1.3832 1.9766 -2.6470  0.901
C: 4.0742 1.2831 -2.7820  -1.164
C: 2.9946 1.2786 -1.7800  0.427
C: 1.8456 1.8789 -2.5818  1.896
O: 2.5007 2.8081 -3.4534  -0.703
C: 3.8561 2.5614 -3.5767  -1.029
H: 3.9584 0.4054 -3.4179  0.595
H: 5.1062 1.2521 -2.4328  0.506
H: 3.2782 1.8934 -0.9257  -0.086
H: 2.7557 0.2658 -1.4556  -0.141
H: 1.1824 2.4107 -1.8996  -0.535
H: 1.4046 1.0291 -3.1029  -0.453
H: 4.3543 3.4097 -3.1074  0.334
H: 4.1940 2.5462 -4.6129  0.427
C: 2.7004 0.3575 2.8240  -0.554
C: 1.7305 -0.8748 2.8830  -1.537
N: 2.1478 -1.9020 1.9262  0.885
C: 1.2185 -3.0199 1.6783  -2.519
C: -0.0913 -2.5831 1.0577  0.309
C: 3.5021 -2.3950 2.0930  0.110
C: 3.8245 -3.0529 3.3969  -1.875
H: 2.9697 0.6194 1.8008  0.260
H: 3.6518 0.1857 3.3275  0.355
H: 2.1793 1.1760 3.3205  0.069
H: 1.6331 -1.2157 3.9137  1.495
H: 0.7650 -0.5545 2.4914  -0.900
H: 1.6285 -3.7856 1.0197  0.384
H: 0.9943 -3.4390 2.6593  0.584
H: -0.6378 -3.5200 0.9505  1.593
H: -0.6914 -1.9514 1.7127  -0.568
H: 0.0936 -2.1324 0.0826  -0.258
H: 4.1968 -1.5763 1.9051  0.023
H: 3.7906 -3.1312 1.3428  0.172
H: 3.1185 -3.8652 3.5695  0.364
H: 3.9122 -2.3424 4.2189  0.227
H: 4.7929 -3.5367 3.2700  0.560
C: -4.1793 -1.1766 -3.7988  -1.713
C: -3.5028 -1.4351 -2.4161  0.008
N: -3.2195 -2.8557 -2.1952  0.346
C: -2.1379 -3.3556 -3.0855  0.263
C: -1.9598 -4.8913 -2.9774  -2.014
C: -3.2295 -3.1960 -0.7717  -1.286
C: -1.9469 -2.7773 -0.1201  -0.240
H: -4.6328 -0.1854 -3.8009  0.697
H: -4.9806 -1.8462 -4.1111  0.413
H: -3.4901 -1.1984 -4.6429  0.239
H: -2.6968 -0.7169 -2.2653  -0.388
H: -4.3315 -1.1890 -1.7522  0.900
H: -1.2186 -2.8750 -2.7506  -0.402
H: -2.2774 -3.1088 -4.1380  0.765
H: -1.2909 -5.2282 -3.7693  0.471
H: -2.9457 -5.2817 -3.2297  0.408
H: -1.7262 -5.3639 -2.0234  0.266
H: -4.0744 -2.6867 -0.3083  0.650
H: -3.3324 -4.2806 -0.7370  0.563
H: -1.6614 -1.7474 -0.3342  -0.679
H: -2.0147 -2.9824 0.9483  -0.061
H: -1.1176 -3.3829 -0.4857  1.034


(2)
Here is a cluster of 10 separate species, C48H107IN9O9S in total from the OMol25 dataset. Energies are from ωB97M-V with the def2-TZVPD basis set.

Calculated values
Total charge: +1
Frontier orbital gap, hartree: 0.2352
F_max, eV/Å: 1.1
LUMO, eV: -3.50
Calculated total energy, Eh: -3758.6864

Last column: Mulliken charge in e.
Cartesian coordinates (Å):
C: 5.8581 3.0435 -0.5617  -1.023
C: 6.3363 1.9565 0.3589  -0.628
C: 5.8872 0.5397 0.0408  -0.480
C: 4.3691 0.3417 0.1165  -0.120
C: 3.7640 -0.6426 -0.8981  0.026
C: 4.2211 -0.5739 -2.3442  -1.559
C: 3.9477 0.7493 -3.0746  0.025
C: 2.6952 0.6574 -3.9755  -0.300
C: 1.7379 1.8488 -3.8361  -0.650
C: 2.3116 3.0984 -4.4799  -0.791
C: 1.6941 4.4135 -4.0361  -0.844
C: 1.9134 4.7961 -2.5755  -0.307
C: 0.6791 5.4521 -1.9748  -1.108
C: -0.3745 4.4378 -1.5824  -0.345
C: -1.7834 5.0294 -1.5115  -0.917
C: -2.8093 4.1739 -2.2318  -0.407
C: -4.2542 4.5727 -1.8885  -0.884
C: -4.9942 3.4601 -1.1773  -0.587
S: -5.3670 2.1559 -2.3642  0.100
C: -6.6646 1.1279 -1.6305  -0.724
C: -7.8254 0.9980 -2.5898  -0.500
C: -8.9875 0.3901 -1.8464  -1.345
I: -10.6419 0.0553 -3.1339  0.096
H: 6.2129 2.9496 -1.5805  0.320
H: 4.7819 3.0992 -0.6010  0.043
H: 6.1832 3.9927 -0.1541  0.462
H: 5.9553 2.1851 1.3493  0.217
H: 7.4165 1.9843 0.4131  0.414
H: 6.3070 0.1858 -0.8933  0.488
H: 6.3195 -0.0745 0.8206  0.000
H: 4.1511 -0.0771 1.0910  0.004
H: 3.8305 1.2822 0.0809  0.528
H: 2.6899 -0.4545 -0.9047  0.093
H: 3.8820 -1.6498 -0.5176  -0.102
H: 5.2623 -0.8444 -2.4393  0.581
H: 3.6685 -1.3409 -2.8759  0.534
H: 3.8324 1.5833 -2.4021  -0.171
H: 4.7923 0.9295 -3.7251  0.395
H: 2.9829 0.5903 -5.0179  0.408
H: 2.1375 -0.2336 -3.7103  -0.244
H: 1.5508 1.9913 -2.7789  0.248
H: 0.7978 1.6077 -4.3225  0.556
H: 3.3884 3.1362 -4.3726  0.351
H: 2.1133 3.0054 -5.5448  0.408
H: 0.6271 4.3610 -4.2289  0.302
H: 2.1035 5.2161 -4.6377  0.384
H: 2.7277 5.5069 -2.5314  0.533
H: 2.1811 3.9275 -1.9872  -0.110
H: 0.9909 5.9682 -1.0813  0.447
H: 0.2902 6.1561 -2.7004  0.452
H: -0.3537 3.6296 -2.3074  0.106
H: -0.1105 4.0131 -0.6253  0.413
H: -1.7930 6.0130 -1.9595  0.362
H: -2.0711 5.1269 -0.4701  0.406
H: -2.6512 4.2754 -3.2968  0.220
H: -2.6199 3.1353 -1.9733  0.402
H: -4.7786 4.8206 -2.8000  0.401
H: -4.2568 5.4149 -1.2107  0.477
H: -5.9336 3.8049 -0.7724  0.350
H: -4.3752 3.0488 -0.3931  0.452
H: -4.2822 1.3832 -2.2967  0.264
H: -6.9597 1.5810 -0.6953  0.432
H: -6.2343 0.1612 -1.4093  0.547
H: -8.1249 1.9518 -3.0044  0.458
H: -7.5493 0.3272 -3.3914  0.438
H: -8.7316 -0.5648 -1.4175  0.524
H: -9.3233 1.0379 -1.0524  0.474
C: 5.5789 -1.9486 2.8420  -0.226
O: 5.7886 -0.9873 3.5695  -0.676
N: 4.3961 -2.5579 2.6976  0.388
C: 4.2151 -3.7024 1.8129  -0.902
C: 3.2609 -2.0516 3.4465  -1.057
H: 6.3730 -2.4062 2.2274  0.652
H: 3.4768 -3.4722 1.0470  0.417
H: 3.8719 -4.5686 2.3814  0.389
H: 5.1566 -3.9533 1.3271  0.077
H: 3.0674 -1.0095 3.1863  0.325
H: 3.4596 -2.0969 4.5180  0.274
H: 2.3855 -2.6525 3.2148  0.371
C: -14.2014 -3.0581 0.4072  0.130
O: -15.3404 -3.4524 0.5677  -0.619
N: -13.5262 -3.1331 -0.7591  0.113
C: -12.1666 -2.6511 -0.8600  -0.705
C: -14.1818 -3.7119 -1.9185  -0.954
H: -13.6076 -2.5928 1.2089  0.275
H: -12.0834 -1.8468 -1.5962  0.127
H: -11.4956 -3.4636 -1.1543  0.346
H: -11.8507 -2.2704 0.1117  0.240
H: -15.0811 -3.1479 -2.1675  0.300
H: -14.4789 -4.7403 -1.7132  0.293
H: -13.4979 -3.6957 -2.7640  0.379
C: -12.5372 -0.5209 2.6838  0.298
O: -12.1690 -1.6761 2.8269  -0.660
N: -13.0777 0.2288 3.6508  0.085
C: -13.4997 1.5985 3.4255  -0.916
C: -13.2468 -0.3623 4.9703  -0.950
H: -12.4559 0.0133 1.7188  0.204
H: -12.9542 2.2782 4.0817  0.356
H: -14.5678 1.7032 3.6211  0.339
H: -13.3045 1.8801 2.3934  0.291
H: -12.2827 -0.6741 5.3708  0.299
H: -13.8875 -1.2414 4.9100  0.291
H: -13.6966 0.3698 5.6348  0.397
C: 3.7127 4.3423 2.8719  0.227
O: 2.6550 3.7506 2.7209  -0.676
N: 4.3044 4.5568 4.0526  0.116
C: 5.5657 5.2647 4.1656  -0.952
C: 3.6569 4.0573 5.2552  -0.934
H: 4.2832 4.7560 2.0211  0.247
H: 6.3225 4.6229 4.6189  0.343
H: 5.4475 6.1572 4.7821  0.382
H: 5.9085 5.5645 3.1781  0.293
H: 3.5398 2.9753 5.1993  0.275
H: 2.6665 4.4996 5.3627  0.288
H: 4.2628 4.3113 6.1201  0.393
C: -10.2752 6.0201 1.1426  0.088
O: -10.7279 5.0895 1.7758  -0.567
N: -9.3540 5.8776 0.1630  0.168
C: -8.8232 6.9991 -0.5860  -0.861
C: -8.9040 4.5326 -0.1227  -1.019
H: -10.5780 7.0663 1.3118  0.273
H: -9.0415 6.8889 -1.6502  0.311
H: -7.7407 7.0721 -0.4540  0.296
H: -9.2765 7.9218 -0.2334  0.305
H: -9.7502 3.9112 -0.4230  0.358
H: -8.4584 4.0885 0.7712  0.330
H: -8.1704 4.5576 -0.9288  0.331
C: 8.4086 -4.2578 5.1423  0.120
O: 8.7480 -5.4172 4.9861  -0.633
N: 7.6955 -3.7845 6.1721  0.127
C: 7.2992 -2.3905 6.2185  -0.983
C: 7.2992 -4.6938 7.2333  -0.988
H: 8.6339 -3.4789 4.3918  0.341
H: 7.6846 -1.8988 7.1141  0.378
H: 6.2109 -2.3169 6.2167  0.325
H: 7.6761 -1.8733 5.3408  0.324
H: 8.1783 -5.1315 7.7060  0.294
H: 6.6953 -5.5070 6.8299  0.305
H: 6.7230 -4.1477 7.9752  0.399
C: 1.6168 -3.5384 -1.4368  0.242
O: 2.3061 -4.3140 -0.8058  -0.655
N: 1.0206 -3.8057 -2.6114  0.144
C: 0.2322 -2.8177 -3.3141  -1.038
C: 1.1864 -5.1330 -3.1865  -0.993
H: 1.4389 -2.5087 -1.0758  0.218
H: -0.7951 -3.1680 -3.4420  0.396
H: 0.6573 -2.6172 -4.2998  0.357
H: 0.2198 -1.8891 -2.7455  0.318
H: 0.8003 -5.8908 -2.5053  0.288
H: 2.2420 -5.3411 -3.3577  0.328
H: 0.6493 -5.1856 -4.1297  0.391
C: 7.5055 -5.9238 -0.0511  0.025
O: 7.1812 -4.7439 -0.0235  -0.574
N: 8.1968 -6.5396 0.9151  0.235
C: 8.5569 -7.9406 0.8336  -0.964
C: 8.5921 -5.7655 2.0848  -0.930
H: 7.2519 -6.5832 -0.8977  0.350
H: 8.1235 -8.4934 1.6690  0.355
H: 9.6415 -8.0571 0.8634  0.350
H: 8.1859 -8.3619 -0.0981  0.294
H: 7.7083 -5.3650 2.5743  0.149
H: 9.2210 -4.9298 1.7728  0.260
H: 9.1343 -6.3895 2.7823  0.481
C: 9.3815 -4.9193 -4.3635  0.051
O: 8.8514 -5.9552 -4.0052  -0.578
N: 9.6501 -3.8821 -3.5534  0.200
C: 10.2848 -2.6728 -4.0311  -0.871
C: 9.2829 -3.9968 -2.1484  -0.936
H: 9.6928 -4.7452 -5.4089  0.257
H: 11.2283 -2.5032 -3.5081  0.311
H: 9.6356 -1.8101 -3.8671  0.290
H: 10.4879 -2.7592 -5.0965  0.309
H: 9.7974 -4.8481 -1.7002  0.295
H: 8.2140 -4.1552 -2.0481  0.246
H: 9.5618 -3.0877 -1.6222  0.388


Q: Which of these has the highest total charge?
A: C48H107IN9O9S


Q: Among the records above, which one has the highest F_max?
A: C48H102N2O9


Q: Which value of total charge does entry 1 give?
A: 0